Entry 1:
{"formula": "C3H11N3O", "method": "ωB97M-V/def2-TZVPD", "gap_ha": [0.289, 0.289], "energy_ev": -9801.55473, "charge": 0, "relative_energy_kcal_mol": 148.7, "e_lumo_ev": [-0.17, -0.17], "symbols": ["C", "C", "H", "H", "H", "H", "H", "H", "N", "N", "N", "C", "O", "H", "H", "H", "H", "H"], "positions_angstrom": [[0.997559, 0.837893, 0.496865], [2.060197, 0.466622, -0.484983], [3.006739, 0.947735, -0.203249], [1.823592, 0.837689, -1.487569], [2.213726, -0.611472, -0.538581], [1.094993, 0.394789, 1.481573], [0.864203, 1.914123, 0.579339], [-0.923359, 1.414401, 0.591465], [-0.499884, -0.535507, 0.009624], [-0.456774, -1.828235, 0.559978], [-0.694727, -0.681201, -1.382282], [-1.738517, 0.580194, 0.633245], [-2.780838, 0.686325, -0.045566], [0.121140, -0.361682, -1.893559], [-0.690886, -1.785186, 1.547962], [-1.106871, -2.442978, 0.071832], [-1.501819, -0.106001, -1.638342], [-1.788472, 0.272492, 1.702248]], "forces_ev_per_angstrom": [[0.348, -2.331, -0.018], [-0.038, -0.082, -0.098], [-0.123, -0.066, 0.003], [0.000, 0.013, 0.066], [0.048, 0.030, 0.060], [0.116, -0.043, -0.011], [-0.774, -0.236, -0.386], [-1.470, -0.468, -0.114], [-0.409, 1.867, 0.000], [0.880, 0.076, 0.303], [0.196, 0.055, 0.210], [0.700, 1.739, 0.054], [0.457, -0.593, -0.122], [0.008, -0.090, 0.090], [-0.077, 0.194, -0.121], [0.203, 0.359, -0.152], [-0.070, 0.138, 0.308], [0.004, -0.562, -0.070]]}

Entry 2:
{"formula": "C3H11N3O", "method": "ωB97M-V/def2-TZVPD", "gap_ha": 0.314, "energy_ev": -9785.60921, "charge": 2, "relative_energy_kcal_mol": 89.8, "e_lumo_ev": -9.83, "symbols": ["C", "C", "C", "N", "N", "N", "O", "H", "H", "H", "H", "H", "H", "H", "H", "H", "H", "H"], "positions_angstrom": [[-0.338413, 0.078904, -2.337254], [0.933835, -0.080737, -0.503769], [0.071657, 0.787624, 2.704612], [0.917096, -0.383071, -1.901267], [-1.360729, -0.416404, -0.924572], [-0.413403, -0.489479, 0.106455], [0.695313, 0.213491, 3.638583], [-0.539562, 1.170657, -2.141930], [-0.753658, -0.294364, -3.253077], [1.849586, -0.608651, -0.002975], [1.061577, 0.955261, -0.467726], [-0.715306, 0.315228, 2.186788], [0.153827, 1.796987, 2.387684], [1.408705, -1.284835, -2.172527], [-2.103231, 0.291186, -0.807781], [-1.829690, -1.243410, -1.330111], [-0.504428, -1.440455, 0.478166], [1.466824, 0.632067, 4.340700]], "forces_ev_per_angstrom": [[0.940, 0.619, 1.501], [2.052, -2.838, 0.378], [0.984, 0.195, 2.413], [-0.906, -0.753, -0.166], [-0.817, 0.733, -2.628], [-0.159, -0.583, 0.000], [1.254, 1.048, 1.003], [0.716, -1.094, -0.637], [-0.165, -0.294, -0.294], [-1.957, 0.934, -0.618], [-0.147, 1.755, 0.804], [-0.622, -1.560, -0.149], [1.035, 1.277, 0.210], [-1.594, 1.467, -0.065], [0.618, -0.229, 0.269], [0.564, -0.225, 1.093], [0.867, 0.273, -0.197], [-2.663, -0.725, -2.920]]}

Entry 3:
{"formula": "C3H11N3O2", "method": "ωB97M-V/def2-TZVPD", "gap_ha": [0.315, 0.243], "energy_ev": -11848.54636, "charge": 0, "relative_energy_kcal_mol": 165.8, "e_lumo_ev": [0.75, -0.82], "symbols": ["C", "N", "O", "O", "H", "H", "H", "H", "H", "C", "N", "C", "N", "H", "H", "H", "H", "H", "H"], "positions_angstrom": [[-0.719048, -2.182150, -0.678684], [-2.172910, 1.031946, 0.525158], [-1.070314, 0.472887, 0.226633], [-0.049486, -1.547300, 0.326861], [-2.829087, 1.281872, -0.210451], [-2.359437, 1.271032, 1.495924], [-0.739591, -1.633717, -1.649008], [-1.772084, -2.392205, -0.413219], [-0.235441, -3.149988, -0.920978], [1.115311, 1.281201, 1.666806], [1.159359, 0.255380, -1.801899], [1.433760, 0.332079, -0.476129], [0.977439, 1.323828, 0.227938], [0.347303, 0.765253, -2.117599], [1.311613, -0.631638, -2.254333], [2.128930, -0.405227, -0.092598], [1.080384, 0.268733, 2.079195], [2.059977, 1.751991, 1.960541], [0.333323, 1.906025, 2.105843]], "forces_ev_per_angstrom": [[-0.991, -0.049, -0.623], [-0.300, -0.059, 0.054], [-1.274, -0.197, 0.012], [0.047, -0.748, -0.034], [0.134, 0.013, 0.220], [0.003, -0.026, -0.244], [0.249, -0.014, 0.516], [0.271, -0.110, -0.017], [0.085, 0.220, 0.360], [0.694, 0.323, -0.254], [0.121, -0.217, -0.848], [-0.130, 2.485, 1.658], [1.174, -1.215, -1.308], [0.109, 0.011, 0.136], [0.020, 0.146, 0.060], [-0.070, -0.311, 0.091], [-0.102, 0.047, 0.035], [0.039, -0.062, 0.133], [-0.079, -0.238, 0.055]]}

Entry 4:
{"formula": "C3H11N3O2", "method": "ωB97M-V/def2-TZVPD", "smiles": "[H]/N=C(/N)OC.CNO", "gap_ha": 0.372, "energy_ev": -11852.24310, "charge": 0, "relative_energy_kcal_mol": 80.6, "e_lumo_ev": 0.92, "symbols": ["C", "C", "N", "O", "N", "H", "H", "H", "H", "H", "H", "C", "N", "O", "H", "H", "H", "H", "H"], "positions_angstrom": [[-1.092770, 1.440168, -1.385143], [-0.125253, -0.803123, -1.733724], [0.462703, -1.574674, -0.809399], [0.057692, 0.605122, -1.333819], [-0.743816, -1.183850, -2.756548], [0.648227, -2.518369, -1.108275], [0.990359, -1.011087, 0.003749], [-1.089780, -0.458650, -3.367479], [-1.767312, 1.198960, -0.556751], [-1.618196, 1.332541, -2.337922], [-0.740245, 2.465680, -1.281899], [0.340759, -0.453569, 2.749539], [0.525924, 0.700646, 1.885379], [1.418217, 0.356403, 0.805616], [0.895723, 0.713769, -0.074350], [1.028407, 1.423110, 2.401294], [-0.174803, -1.230769, 2.185319], [-0.299174, -0.145921, 3.575900], [1.283338, -0.856390, 3.138513]], "forces_ev_per_angstrom": [[-0.234, -0.055, -0.029], [-0.134, 1.599, 0.459], [1.167, 1.288, 1.586], [-0.234, -1.259, -0.762], [-0.071, -0.234, -0.206], [0.123, 0.071, 0.289], [-1.083, -1.847, -1.830], [0.058, 0.171, 0.086], [0.044, 0.037, -0.137], [0.070, 0.049, 0.114], [-0.025, -0.073, -0.030], [0.171, -0.058, -0.259], [-0.005, 0.361, -0.181], [-1.038, 1.041, -1.312], [1.257, -0.846, 2.242], [-0.046, -0.214, -0.137], [-0.006, -0.014, 0.064], [0.028, 0.004, 0.035], [-0.044, -0.020, 0.008]]}